Entry from OMol25: a molecular structure, C43H50F9N4O9Ti (ωB97M-V/def2-TZVPD).

Geometry as XYZ:
```
116
Properties=species:S:1:pos:R:3:forces:R:3
Ti 1.25502 -0.24240 0.96917 1.675 -0.252 -1.556
C -4.77784 3.90478 2.05709 0.017 0.027 0.028
C -4.69716 2.39291 1.78345 -0.009 0.019 0.089
C -5.33561 2.11139 0.42408 -0.009 -0.037 -0.022
C -5.47751 1.62386 2.86409 0.004 -0.009 0.024
C -3.24594 1.94760 1.83723 0.032 0.109 0.325
C -2.63637 1.36221 0.79721 0.248 -0.064 -0.125
C -1.25940 0.95913 0.93006 -0.058 0.212 -0.085
N -0.50374 0.50036 -0.00238 -0.440 0.300 -0.196
C -0.96640 0.31085 -1.33282 0.054 0.242 0.193
C -1.85597 -0.67984 -1.62550 0.014 -0.187 0.078
C -2.24297 -0.91548 -2.94599 -0.042 0.035 -0.116
C -1.68098 -0.11750 -3.97592 -0.160 -0.159 0.006
C -0.80914 0.90752 -3.75247 0.052 0.085 0.033
C -0.44601 1.20972 -2.36008 0.173 -0.160 0.009
O 0.28005 2.16006 -2.03846 -0.054 0.204 0.002
C -0.18841 1.71338 -4.89257 0.031 0.053 0.140
C -0.57792 3.19824 -4.77581 -0.067 -0.036 -0.016
C 1.34396 1.57038 -4.82299 0.008 0.016 0.001
C -0.65348 1.21080 -6.26137 0.012 -0.036 -0.001
C -3.21300 -2.02882 -3.31062 0.067 -0.036 -0.020
C -4.38251 -1.44696 -4.11851 -0.032 0.033 -0.025
C -2.46003 -3.06943 -4.15870 0.052 -0.004 0.004
C -3.77168 -2.73017 -2.07197 0.012 0.000 0.051
C -0.54745 1.00676 2.29652 -0.373 -0.331 -0.057
O 0.79175 1.19066 2.04434 -0.526 0.450 0.577
C -1.23770 1.86566 3.32716 0.207 0.185 0.173
C -2.50224 2.21224 3.08527 -0.303 0.096 -0.067
C -0.48868 2.28339 4.59257 0.164 -0.090 -0.171
C 0.37097 1.13873 5.15892 -0.121 0.002 -0.042
C -1.44629 2.73724 5.69446 -0.029 0.065 0.028
C 0.42897 3.46131 4.20247 0.025 -0.040 -0.008
H -5.80988 4.24313 1.93153 0.066 -0.020 0.018
H -4.46739 4.15896 3.07333 -0.016 -0.018 -0.089
H -4.14660 4.46056 1.35792 -0.060 -0.030 0.038
H -6.37829 2.43521 0.44196 0.041 -0.014 -0.009
H -4.82831 2.65337 -0.37845 -0.039 -0.024 0.033
H -5.32096 1.04338 0.18829 -0.007 0.076 0.005
H -6.52128 1.95119 2.86733 0.075 -0.027 0.005
H -5.45271 0.54855 2.66463 -0.010 0.087 0.023
H -5.06602 1.79239 3.86305 -0.051 -0.010 -0.094
H -3.12183 1.21621 -0.15523 -0.008 -0.034 0.019
H -2.19665 -1.30966 -0.81764 -0.031 -0.031 -0.033
H -1.96428 -0.34813 -4.99493 0.007 -0.009 0.083
H -0.26763 3.61656 -3.82136 0.012 -0.012 -0.006
H -0.09832 3.76425 -5.58059 -0.044 -0.039 0.047
H -1.66184 3.31707 -4.87632 0.087 0.001 0.007
H 1.73385 1.98596 -3.89272 -0.029 -0.037 -0.068
H 1.63400 0.51692 -4.88104 -0.010 0.072 -0.012
H 1.80073 2.10013 -5.66527 -0.037 -0.035 0.050
H -1.73862 1.29272 -6.37632 0.087 -0.005 -0.011
H -0.19084 1.82358 -7.03836 -0.018 -0.033 0.029
H -0.35767 0.17100 -6.43493 -0.039 0.087 0.004
H -4.05161 -0.99790 -5.05826 -0.027 -0.033 0.068
H -5.09482 -2.24119 -4.35887 0.044 0.051 0.008
H -4.90714 -0.67968 -3.54142 0.019 -0.054 -0.043
H -2.06788 -2.63148 -5.08060 -0.033 -0.039 0.059
H -1.62274 -3.48473 -3.59042 -0.068 0.017 -0.045
H -3.13493 -3.88643 -4.42999 0.039 0.056 0.015
H -4.32270 -2.03319 -1.43275 0.026 -0.050 -0.030
H -4.46352 -3.51462 -2.38535 0.011 0.023 0.014
H -2.97684 -3.19374 -1.48263 -0.056 0.018 -0.035
H -3.03257 2.76163 3.85224 -0.013 -0.038 -0.082
H -0.25868 0.33356 5.54452 0.033 0.039 -0.012
H 1.03064 0.71715 4.40915 0.010 -0.004 0.015
H 0.98628 1.52609 5.97645 -0.079 -0.016 -0.032
H -2.18566 1.96236 5.91862 0.057 0.070 0.007
H -0.86877 2.92838 6.60284 -0.055 0.001 -0.060
H -1.96976 3.66403 5.44050 0.031 -0.072 0.010
H 1.12756 3.16727 3.41661 -0.046 0.030 0.080
H -0.16443 4.30690 3.84344 0.034 -0.036 0.020
H 1.00510 3.78606 5.07485 -0.057 -0.027 -0.057
O 0.14838 -1.17393 2.08631 -1.050 0.011 0.862
O -0.72795 -0.33071 2.83902 0.207 0.022 -0.042
C 5.22336 2.08200 -2.35390 -0.119 -0.112 0.052
N 4.11047 1.21601 -1.99097 0.246 0.028 -0.267
C 3.79637 0.00427 -2.56897 0.038 0.079 0.067
C 2.70920 -0.45727 -1.90013 -0.109 0.315 0.063
N 2.34532 0.45717 -0.92130 0.272 -0.401 -0.278
C 3.21842 1.43800 -1.01857 -0.398 0.186 0.053
H 5.11037 2.44087 -3.37425 -0.038 0.011 -0.039
H 6.16078 1.53792 -2.26407 0.019 -0.028 0.022
H 5.24779 2.93182 -1.67729 -0.037 0.002 0.019
H 4.36693 -0.41604 -3.38265 -0.050 0.090 0.089
H 2.15418 -1.35935 -2.07913 0.004 -0.029 0.137
H 3.19929 2.34952 -0.44308 0.085 -0.089 0.101
O -0.45894 -3.21131 -0.72253 -0.157 0.089 -0.254
C 0.60291 -3.02657 -0.17859 0.226 0.336 0.403
O 1.16114 -1.84334 0.01834 -0.281 -1.207 -0.726
C 1.43161 -4.17365 0.31754 0.208 0.104 0.074
C 2.23622 -4.03208 1.44418 -0.070 -0.020 -0.140
C 3.02000 -5.08804 1.87410 0.057 0.036 0.119
C 2.99471 -6.26385 1.14940 0.083 -0.120 0.041
C 2.20116 -6.42923 0.03047 -0.033 -0.139 -0.081
C 1.40508 -5.37294 -0.37888 -0.064 -0.138 -0.056
N 3.85294 -7.39211 1.58871 0.017 -0.049 0.028
O 4.48866 -7.25259 2.61573 -0.116 0.033 -0.166
O 3.87198 -8.39328 0.89688 -0.052 0.196 0.072
H 2.23440 -3.09686 1.98164 0.037 0.036 0.012
H 3.65018 -5.00629 2.74702 -0.010 -0.002 -0.004
H 2.21154 -7.37270 -0.49552 0.009 0.025 -0.008
H 0.75855 -5.47117 -1.24309 0.045 0.017 0.063
F 5.63886 0.45175 0.78707 -0.001 -0.082 0.087
C 5.36704 -0.55917 1.63865 -0.153 0.118 0.008
F 5.24930 -1.66519 0.91104 0.048 0.045 -0.018
F 6.40722 -0.70657 2.46273 0.069 0.026 -0.087
C 4.03894 -0.26259 2.40662 -0.244 -0.163 -0.367
O 3.02205 -0.47062 1.51889 0.825 0.284 1.235
C 4.06995 1.21327 2.96372 -0.043 -0.229 -0.057
F 3.53433 2.05420 2.07720 0.120 0.022 -0.081
F 3.36685 1.32500 4.09572 0.026 0.040 -0.128
F 5.32131 1.62198 3.21794 -0.153 -0.013 0.059
C 3.92219 -1.25616 3.61059 0.123 0.037 -0.182
F 4.68928 -0.88418 4.64067 0.021 -0.074 -0.012
F 2.66261 -1.34189 4.02681 -0.010 0.027 0.003
F 4.31178 -2.48650 3.23423 -0.070 0.110 0.130
```
Positions in Å, forces in eV/Å.

Calculated values
* <S²>: 0.789
* lowest unoccupied orbital energy (alpha / beta): -0.02409 / -0.06614 Ha
* HOMO (alpha / beta): -8.212 / -9.070 eV
* frontier orbital gap (alpha / beta): 7.6 / 7.3 eV
* relative energy (zero: lowest compared OMol25 entry of this formula, charge and spin): 0.0 kcal/mol
* multiplicity: 2
* total charge: 0



Entry from OMol25: a single C4H6O2 molecule (ωB97M-V/def2-TZVPD).

Geometry as XYZ:
```
12
Properties=species:S:1:pos:R:3:forces:R:3
C 2.79559 -0.26394 -0.21917 -0.481 0.348 0.074
C 1.64912 0.09619 -0.12775 -0.565 -0.334 -1.789
C 0.14356 0.42129 -0.25955 3.736 -1.316 1.987
O -0.02163 1.52653 0.58483 1.658 -0.129 1.421
O -0.41488 -0.73966 0.31722 -2.369 1.482 -1.367
C -1.86203 -0.61036 0.05411 0.302 -1.246 0.731
H 3.81623 -0.54972 -0.33466 -0.079 0.024 0.196
H -0.14942 0.60959 -1.29790 -0.194 0.088 0.326
H 0.75330 1.34775 1.25471 -2.519 1.008 -1.480
H -2.09385 -1.22064 -0.82200 -0.079 0.078 0.052
H -2.36259 -1.01854 0.93499 -0.018 -0.064 -0.209
H -2.25339 0.40150 -0.08482 0.608 0.061 0.057
```
Positions in Å, forces in eV/Å.

Calculated values
* lowest unoccupied orbital energy: 0.03337 Ha
* HOMO: -10.337 eV
* SMILES string: C#C[C@H](O)OC
* frontier orbital gap: 11.2 eV
* relative energy (zero: lowest compared OMol25 entry of this formula, charge and spin): 83.2 kcal/mol
* total charge: 0



Entry from OMol25: a molecular structure, C16H14NOPtS3 (ωB97M-V/def2-TZVPD).

Geometry as XYZ:
```
36
Properties=species:S:1:pos:R:3:forces:R:3
Pt 1.14645 -0.27130 1.03766 0.104 1.308 -1.204
S -3.76349 -1.47227 -2.64926 1.387 2.255 0.075
C -2.84027 0.07507 -2.57817 -0.798 -2.805 2.060
C -3.24123 1.10414 -3.42157 2.005 2.668 1.270
C -2.65806 2.40415 -3.27032 0.571 -1.946 -1.907
C -1.51980 2.61754 -2.43937 -2.010 -1.684 -0.979
C -1.10953 1.51865 -1.62892 -1.818 1.701 -1.164
C -1.81752 0.32575 -1.54234 2.263 -0.435 -0.155
N -1.07375 -0.52950 -0.61067 -0.921 2.592 -1.275
C -1.17589 -1.69732 -0.24668 -1.450 -3.482 -0.279
C -1.40637 -3.65435 0.71662 0.157 -1.767 0.416
C -1.07310 -4.87715 1.27395 -3.524 0.952 -1.573
C -0.05387 -5.04120 2.08417 4.049 -0.276 3.642
C 0.98502 -4.13812 2.82209 -2.689 0.012 -2.667
C 1.28099 -2.81512 2.55192 -0.157 -2.420 -0.154
C 0.66475 -2.04370 1.44309 -0.680 -1.707 1.535
H -3.81962 0.99282 -4.28461 -1.195 -0.634 -0.856
H -2.83385 2.96700 -4.21716 -0.026 0.504 1.480
H -1.01334 3.55618 -2.61128 0.423 -0.113 0.557
H -0.23102 1.66667 -1.08462 1.131 -0.196 1.037
H -1.74034 -5.74570 1.28676 0.049 0.428 -0.925
H -0.09447 -6.08884 2.35830 1.056 0.101 0.840
H 1.41601 -4.67975 3.63733 0.565 0.065 0.309
H 2.12793 -2.53268 3.17101 -0.218 1.077 -0.352
S -2.30820 -3.18610 -0.71549 0.791 1.380 0.425
C -0.50243 -2.53993 0.77727 1.091 3.192 -0.807
C 3.41616 2.81570 1.79658 0.179 -0.014 4.820
S 1.80356 2.98117 1.09033 0.238 3.072 1.381
C 2.00962 4.44418 -0.05994 -0.938 0.978 1.286
O 1.72120 1.77210 0.20666 -0.488 -1.924 -0.827
H 4.15313 3.58858 1.92797 -0.138 0.792 -0.900
H 3.81240 1.94523 1.44729 1.399 -2.068 -2.234
H 3.45402 2.39575 2.92107 -1.266 1.247 -1.870
H 1.47228 4.09220 -0.90521 -1.668 0.265 -0.544
H 2.91244 4.47562 -0.53766 3.228 -0.458 -0.495
H 1.90022 5.57452 0.25321 -0.702 -2.658 0.035
```
Positions in Å, forces in eV/Å.

Calculated values
* <S²>: 8.859
* lowest unoccupied orbital energy (alpha / beta): -0.26515 / -0.37150 Ha
* HOMO (alpha / beta): -12.628 / -14.976 eV
* frontier orbital gap (alpha / beta): 5.4 / 4.9 eV
* multiplicity: 6
* total charge: +2



Entry from OMol25: a molecular structure, C12H22NS3SbSi2Tl (ωB97M-V/def2-TZVPD).

Geometry as XYZ:
```
42
Properties=species:S:1:pos:R:3:forces:R:3
Tl 2.00130 1.66577 3.27940 -0.357 0.095 -0.062
C -2.80195 0.31412 0.75185 3.262 0.419 0.361
Si -1.74635 -0.94999 -0.24352 -0.858 -0.507 -0.572
C -2.76163 -1.44969 -1.83583 -0.020 -0.765 0.149
C -1.86982 -2.54417 0.75078 -0.267 -0.383 -0.750
C -0.08339 -0.47183 -0.69307 1.411 1.094 -1.327
C 1.19637 -0.86104 -0.19543 -0.358 0.247 -0.137
C 1.37274 -1.49586 1.06022 1.573 0.232 -0.790
C 2.64992 -1.63437 1.56734 -0.579 -0.478 1.308
C 3.79908 -1.31317 0.88566 -0.118 1.676 -1.595
C 3.51265 -0.61223 -0.32793 3.190 -0.132 0.190
N 2.37017 -0.45734 -0.88213 -3.027 0.053 0.083
Si 0.11962 0.88068 -1.98879 0.698 -0.107 0.856
C 1.24268 2.29170 -1.27282 -1.621 0.046 0.882
C 0.78534 0.27449 -3.64259 0.148 -0.789 -1.759
C -1.48339 1.67263 -2.52805 -1.347 1.106 0.913
H -3.09239 1.11046 0.11109 -0.844 0.614 -0.576
H -2.04142 0.83958 1.42127 -0.791 -0.709 -0.528
H -3.55143 -0.05032 1.39957 -1.118 -0.457 0.421
H -3.66014 -2.00263 -1.49093 0.217 0.270 -0.116
H -2.20450 -2.17105 -2.46571 0.085 0.124 0.526
H -3.09518 -0.72447 -2.57063 -0.076 0.574 0.215
H -2.93827 -2.66038 0.96640 0.041 -0.470 -0.253
H -1.43188 -2.39096 1.69834 0.641 0.153 1.272
H -1.38967 -3.45038 0.31372 -0.572 0.615 0.120
H 0.55181 -1.82286 1.63006 -0.879 -0.034 0.644
H 2.72112 -1.86692 2.62712 0.086 -0.604 -0.032
H 4.80159 -1.33406 1.29500 -0.163 -0.023 0.060
H 4.33905 -0.06302 -0.90806 -0.706 -1.100 0.875
H 1.91765 1.82717 -0.53772 -0.314 0.389 -0.195
H 0.46209 2.94878 -0.72681 1.404 -0.687 -0.680
H 1.83767 2.89462 -1.96082 -0.182 0.012 -0.126
H 1.42857 -0.54979 -3.33068 0.471 0.114 -0.211
H 1.34973 0.96575 -4.31393 -0.044 -0.170 0.853
H 0.09874 -0.21618 -4.39881 0.031 0.495 1.131
H -2.41623 1.63235 -1.88946 1.175 0.104 -0.461
H -1.71767 1.15088 -3.42308 -0.483 -0.474 -0.963
H -1.31872 2.72939 -2.82577 -0.037 -0.413 0.239
S -0.85455 1.48788 8.10001 -0.336 -0.158 0.074
Sb 0.28464 2.38049 6.34422 -0.188 0.799 0.714
S 2.25413 1.24232 5.98451 0.821 -0.537 -0.241
S -0.63807 2.78367 4.26602 0.028 -0.235 -0.510
```
Positions in Å, forces in eV/Å.

Calculated values
* <S²>: 0.758
* lowest unoccupied orbital energy (alpha / beta): 0.17200 / 0.15621 Ha
* HOMO (alpha / beta): -1.203 / -1.204 eV
* frontier orbital gap (alpha / beta): 5.9 / 5.5 eV
* relative energy (zero: lowest compared OMol25 entry of this formula, charge and spin): 16.7 kcal/mol
* multiplicity: 2
* total charge: -2



Number 1: energy -4313.0541 Ha, molecular weight 985.7 g/mol, maximum force 2.3 eV/A. Number 2: energy -306.3737 Ha, molecular weight 86.1 g/mol, maximum force 4.4 eV/A. Number 3: energy -2060.9399 Ha, molecular weight 527.6 g/mol, maximum force 5.5 eV/A. Number 4: energy -2711.5973 Ha, molecular weight 658.8 g/mol, maximum force 3.3 eV/A.